{
  "formula": "C9H14O",
  "method": "wB97M-V/def2-TZVPD",
  "orbital_gap_ha": 0.3449,
  "smiles": "Cc1ccc(O)cc1.CC",
  "e_tot_ha": -426.55042,
  "elements": ["C", "C", "C", "C", "C", "C", "C", "O", "H", "H", "H", "H", "H", "H", "H", "H", "C", "C", "H", "H", "H", "H", "H", "H"],
  "coordinates": [[-0.82652, -2.72115, -1.03815], [-0.84509, 0.73746, 0.49421], [-0.68199, 1.55104, -0.61219], [-0.99984, -0.63825, 0.36088], [-0.86929, -1.21932, -0.89289], [-0.62025, 0.97331, -1.87854], [-0.78958, -0.39051, -2.00303], [-0.50253, 2.89810, -0.39892], [-0.84902, 1.27149, 1.44135], [-0.98803, -1.17123, 1.30330], [-0.41746, 1.64581, -2.70753], [-0.88818, 3.39149, -1.12608], [0.12021, -3.01299, -1.48995], [-1.65270, -3.12774, -1.62767], [-0.64731, -0.86979, -2.97184], [-0.98960, -3.19562, -0.07250], [2.65588, 0.20528, 2.83559], [2.12518, -1.01247, 2.03331], [3.05011, 0.97138, 2.15255], [1.81914, 0.78703, 3.17038], [3.36711, 0.01288, 3.63237], [2.46295, -0.99619, 0.99438], [1.05224, -1.00957, 2.16243], [2.53209, -1.91912, 2.48187]],
  "atomic_forces_ev_per_a": [[-0.6, 0.1, 0.1], [-0.3, 0.7, 0.1], [0.1, -0.4, -0.2], [1.1, 0.9, 0.3], [-0.9, -0.6, 0.4], [-0.3, 0.8, 0.3], [1.0, -0.3, -0.4], [-0.1, -0.1, 0.1], [-0.1, -0.4, 0.1], [-0.4, -0.5, -0.3], [-0.1, -0.3, -0.2], [0.1, 0.0, -0.2], [0.0, -0.3, 0.1], [0.1, 0.3, -0.4], [-0.2, 0.2, 0.1], [0.5, 0.0, 0.2], [-0.2, 0.8, -1.5], [1.0, 0.3, 1.0], [0.6, -0.5, 0.0], [-0.6, 0.0, 1.0], [-0.1, -0.1, 0.0], [-0.4, 0.1, 0.1], [-0.2, -0.3, -0.5], [-0.2, -0.2, -0.1]],
  "lowdin_charge": [-0.05, -0.02, -0.33, -0.06, -0.29, -0.02, -0.05, 0.04, 0.12, 0.10, 0.11, 0.10, 0.08, 0.08, 0.12, 0.07, -0.16, -0.15, 0.06, 0.04, 0.06, 0.07, 0.03, 0.06]
}